Entry 1:
C4H8O in the gas phase. Source: OMol25; level of theory: the ωB97M-V functional and the def2-TZVPD basis.

Structure (XYZ):
```
13
Properties=species:S:1:pos:R:3
C 0.688 -1.686 -0.554
C 0.600 -0.184 -0.637
O 1.212 0.414 0.514
C -0.057 0.901 0.112
C -1.316 0.981 0.934
H 1.757 -1.862 -0.742
H 0.138 -2.230 -1.329
H 0.462 -2.078 0.440
H 0.932 0.160 -1.624
H 0.110 1.857 -0.386
H -1.674 0.053 1.390
H -1.223 1.751 1.712
H -2.074 1.347 0.226
```

Its HOMO energy is -9.76 eV. The value obtained for the relative energy (zero: lowest compared OMol25 entry of this formula, charge and spin) is 35.5 kcal/mol. Its SMILES is C[C@@H]1O[C@@H]1C.

Entry 2:
C4H8O in the gas phase. Source: OMol25; level of theory: the ωB97M-V functional and the def2-TZVPD basis.

Structure (XYZ):
```
13
Properties=species:S:1:pos:R:3
C 1.501 -0.051 0.172
C -0.607 0.921 -0.637
O -1.529 0.858 -1.533
C -1.054 0.100 0.496
C 0.082 -0.882 0.464
H 1.747 0.586 1.032
H 1.713 0.547 -0.734
H 2.192 -0.886 0.154
H -1.169 1.363 -2.265
H -1.027 0.734 1.378
H -2.064 -0.285 0.384
H 0.255 -1.371 1.412
H -0.040 -1.636 -0.322
```

Its HOMO energy is -8.08 eV. The value obtained for the relative energy (zero: lowest compared OMol25 entry of this formula, charge and spin) is 81.0 kcal/mol.

Entry 3:
A molecular structure, C4H8O. Source: OMol25; level of theory: the ωB97M-V functional and the def2-TZVPD basis.

Structure (XYZ):
```
13
Properties=species:S:1:pos:R:3
C 1.517 -0.007 -0.204
C 0.157 0.025 0.432
C -0.938 1.026 -0.006
C -0.908 -1.020 -0.005
H 2.017 0.972 -0.044
H 1.491 -0.182 -1.312
H 2.137 -0.782 0.269
H 0.280 0.052 1.531
H -0.750 1.480 -0.992
H -1.274 1.816 0.666
H -1.223 -1.769 0.746
H -0.590 -1.571 -0.881
O -1.914 -0.040 -0.198
```

Its HOMO energy is -9.56 eV. The value obtained for the relative energy (zero: lowest compared OMol25 entry of this formula, charge and spin) is 30.5 kcal/mol.

Entry 4:
C4H8O in the gas phase. Source: OMol25; level of theory: the ωB97M-V functional and the def2-TZVPD basis.

Structure (XYZ):
```
13
Properties=species:S:1:pos:R:3
C 1.252 -0.186 0.708
C -0.073 -0.332 -0.029
O -0.843 -1.434 0.402
C -0.623 0.266 -1.313
C -0.782 0.977 -0.004
H 2.024 0.331 0.133
H 1.641 -1.139 1.080
H 1.035 0.426 1.596
H -0.268 -2.208 0.438
H -0.053 0.716 -2.122
H -1.527 -0.252 -1.626
H -0.105 1.817 0.156
H -1.699 0.998 0.564
```

Its HOMO energy is -9.23 eV. The value obtained for the relative energy (zero: lowest compared OMol25 entry of this formula, charge and spin) is 34.8 kcal/mol. Its SMILES is CC1(O)CC1.

Entry 5:
C4H8O in the gas phase. Source: OMol25; level of theory: the ωB97M-V functional and the def2-TZVPD basis.

Structure (XYZ):
```
13
Properties=species:S:1:pos:R:3
C -1.385 0.395 0.311
C 0.022 0.114 -0.367
C 0.656 -1.312 -0.184
C 1.007 1.126 0.087
O 2.080 0.770 0.512
H -2.231 -0.165 -0.120
H -1.360 0.181 1.382
H -1.699 1.458 0.226
H -0.214 0.334 -1.441
H 1.622 -1.597 -0.714
H -0.162 -1.824 -0.581
H 0.932 -1.679 0.854
H 0.732 2.198 0.034
```

Its HOMO energy is -9.80 eV. The value obtained for the relative energy (zero: lowest compared OMol25 entry of this formula, charge and spin) is 21.5 kcal/mol. Its SMILES is CC(C)C=O.

Entry 6:
C4H8O in the gas phase. Source: OMol25; level of theory: the ωB97M-V functional and the def2-TZVPD basis.

Structure (XYZ):
```
13
Properties=species:S:1:pos:R:3
C 0.809 0.706 -0.018
C -0.718 0.835 0.051
C -1.157 -0.577 -0.326
O -0.220 -1.428 0.307
C 1.046 -0.780 0.329
H 1.168 0.931 -1.029
H 1.323 1.381 0.673
H -1.117 1.604 -0.618
H -1.039 1.060 1.074
H -2.152 -0.850 0.038
H -1.135 -0.713 -1.419
H 1.467 -0.916 1.331
H 1.724 -1.253 -0.393
```

Its HOMO energy is -9.59 eV. The value obtained for the relative energy (zero: lowest compared OMol25 entry of this formula, charge and spin) is 9.9 kcal/mol. Its SMILES is C1CCOC1.

These records have orbital gap values of 10.9; 9.1; 10.7; 10.2; 10.7; 10.7 eV, in the order they appear.